1.
A molecular structure, C31H40MoN6O7PS4 at a distorted geometry, computed with ωB97M-V/def2-TZVPD.

Structure (XYZ):
```
90
Properties=species:S:1:pos:R:3:forces:R:3
Mo 4.12455 11.47843 16.10388 -0.73 -0.03 -0.96
O 9.26822 12.26456 13.55133 -0.83 -0.09 -0.35
C 9.03184 12.96688 14.65100 -0.25 -0.24 0.07
O 9.88895 13.28294 15.42311 -0.10 0.15 0.00
C 7.58800 13.28053 14.98571 -0.30 0.36 0.08
C 7.21600 14.30219 15.86730 -0.23 -0.02 0.19
N 5.90318 14.16742 16.12421 0.74 -0.33 -0.22
N 5.37531 13.10453 15.47280 0.32 0.00 -0.11
C 6.39286 12.60263 14.74392 0.13 -0.68 -0.08
C 6.07050 11.33437 13.97230 0.37 0.54 -0.42
O 6.75542 10.96176 13.03947 -0.09 0.29 0.49
O 4.99085 10.74752 14.39039 -0.13 -0.17 0.17
H 8.42712 12.01877 13.08314 0.66 0.09 0.31
H 7.82557 15.07187 16.34813 -0.28 -0.25 -0.32
H 5.32629 14.75202 16.69589 -0.21 0.31 0.20
S 3.21794 12.49822 18.08341 -0.18 -0.29 0.18
S 2.17422 11.22187 19.20449 -0.14 -0.18 -0.08
S 2.12916 9.39838 18.49080 0.68 0.39 -0.73
S 3.21998 9.21715 16.80445 -0.60 0.43 0.74
C 4.73616 9.63806 10.94572 -0.19 -0.17 -0.18
O 3.79598 9.18645 11.93222 0.12 -0.03 -0.06
C 3.41789 7.89992 11.89174 0.22 0.47 -0.15
C 3.96689 6.94310 11.04505 0.60 0.55 -0.20
C 3.56864 5.63575 11.13681 -0.19 -0.57 -0.18
C 2.61598 5.23106 12.07076 -0.09 0.03 -0.13
C 2.05457 6.17641 12.89281 -0.16 -0.21 0.18
C 2.42991 7.52082 12.79066 -0.23 -0.58 -0.10
N 1.83016 8.39626 13.71817 0.12 -0.83 0.27
C 1.66509 9.66348 13.86312 -0.56 0.18 0.41
C 1.84807 10.81351 13.01539 -0.28 -0.78 0.05
C 1.54120 10.87310 11.65964 0.04 -0.93 -0.65
C 1.64491 12.03675 10.92293 -0.07 -0.07 0.43
C 2.05078 13.15358 11.62164 0.22 0.61 0.50
C 2.36580 13.12829 12.99574 0.03 0.98 -1.10
C 2.25816 11.95192 13.68620 0.42 0.57 -0.36
O 2.69456 11.85039 14.96667 0.85 0.04 1.43
H 4.77922 10.71012 11.06891 0.11 0.18 0.02
H 4.35501 9.40233 9.94414 0.22 0.04 0.17
H 5.72369 9.19979 11.11863 -0.17 0.07 -0.08
H 4.74926 7.24316 10.34455 -0.36 -0.22 0.19
H 3.98952 4.91202 10.45387 0.07 -0.07 0.03
H 2.28746 4.20223 12.12538 0.09 0.02 0.01
H 1.30587 5.85147 13.61573 0.05 0.24 -0.09
H 1.48076 7.85954 14.51651 0.04 0.15 -0.33
H 1.23979 9.84112 14.85095 0.06 0.45 -0.24
H 1.26082 9.96300 11.14385 -0.16 -0.07 0.15
H 1.41381 12.08393 9.85797 0.06 -0.11 0.39
H 2.15088 14.08931 11.09292 0.02 0.16 0.04
H 2.71302 14.06311 13.42776 -0.05 -0.32 0.26
O 5.63707 10.79495 17.01644 0.53 0.17 0.09
P 6.84020 9.76878 17.20315 1.05 -1.05 0.31
N 8.00140 10.61285 17.98916 -1.07 0.02 -0.59
C 7.73004 11.96810 18.54072 -0.09 0.20 -0.21
C 9.04341 12.35799 19.24589 -0.08 -0.20 -0.19
C 10.08568 11.36244 18.73065 0.20 0.20 -0.62
C 9.27869 10.08731 18.52821 -0.20 -0.19 0.41
N 7.39147 9.07880 15.84300 -0.76 0.40 0.70
C 6.58136 8.12643 15.03428 -0.14 0.05 -0.06
C 7.63828 7.39534 14.22775 -0.18 -0.24 -0.35
C 8.66325 8.48393 13.94921 0.71 -0.14 0.06
C 8.75525 9.22570 15.28184 -0.07 0.38 -0.23
N 6.16404 8.54912 18.07931 0.25 0.59 -0.49
C 5.75573 8.89248 19.45075 -0.24 0.24 0.15
C 5.59035 7.53291 20.09189 0.02 -0.29 0.38
C 6.74045 6.74201 19.47954 0.31 0.17 0.02
C 6.60283 7.12142 18.01605 -0.23 0.01 -0.20
H 6.88064 11.95106 19.23921 0.19 -0.01 -0.11
H 7.45909 12.62198 17.70067 0.24 -0.04 0.37
H 8.92375 12.25657 20.31700 -0.04 -0.06 0.25
H 9.34157 13.38199 19.05450 -0.06 0.15 -0.10
H 10.91541 11.24562 19.42749 -0.07 -0.12 -0.09
H 10.48721 11.70730 17.76096 -0.11 -0.15 0.37
H 9.10475 9.61010 19.50241 -0.06 -0.04 -0.12
H 9.70381 9.33864 17.86337 0.14 0.17 -0.03
H 5.93219 8.71058 14.38248 -0.10 -0.14 -0.08
H 5.96908 7.46229 15.65153 0.15 0.17 -0.03
H 7.23296 6.95573 13.30895 0.02 0.10 0.23
H 8.07486 6.58087 14.81244 0.03 0.08 0.00
H 8.34839 9.15024 13.15110 -0.14 0.01 0.00
H 9.63135 8.05679 13.66780 -0.14 0.18 0.06
H 9.01851 10.28253 15.21686 0.09 -0.14 -0.20
H 9.46037 8.74257 15.94029 0.31 -0.21 0.13
H 4.83392 9.49586 19.45449 0.22 -0.13 -0.01
H 6.54148 9.47628 19.94792 -0.12 -0.04 0.04
H 4.64834 7.08863 19.77013 -0.15 -0.06 0.03
H 5.59688 7.55854 21.17717 0.04 0.06 0.07
H 6.69007 5.66830 19.64524 -0.04 0.03 0.00
H 7.70178 7.11249 19.86705 -0.22 -0.16 -0.02
H 5.78073 6.55491 17.55702 0.29 -0.08 0.03
H 7.50774 7.00793 17.41022 -0.18 0.00 0.20
```
Forces are in eV/Å.

Output
Molar mass: 863.88 g mol⁻¹
Electronic energy: -110533.456 eV
Largest force on an atom: 0.03232 Eh/bohr
Energy relative to the best compared isomer or geometry (same formula, charge and spin): 0.0 kcal/mol
Orbital gap: 3.90 eV
Total charge: +3

***

2.
2 unconnected molecules or ions with the total composition C31H40N3O at a distorted geometry, computed with ωB97M-V/def2-TZVPD.

Structure (XYZ):
```
75
Properties=species:S:1:pos:R:3:forces:R:3
C -2.69286 -2.01349 5.23666 -0.05 -0.15 -0.22
C -2.24526 -3.22927 6.02407 -0.14 0.32 0.47
N -1.12803 -3.91590 5.40781 0.58 0.41 -0.51
C -1.05619 -5.33105 5.69648 -0.17 -0.70 -0.20
C 0.35929 -5.87558 5.64991 0.10 0.19 0.17
C 1.06693 -5.43378 4.37187 0.03 -0.69 -0.17
C 0.93334 -3.96817 4.12566 0.33 0.58 -0.37
C -0.19321 -3.27063 4.65577 -0.12 -0.02 0.19
C -0.31603 -1.87145 4.40341 0.79 0.17 -0.48
C 0.69261 -1.20368 3.72914 -0.21 -0.51 0.14
C 1.83934 -1.87377 3.21292 0.28 0.30 0.08
C 2.88933 -1.15837 2.53003 -1.33 -0.25 -1.32
C 2.65912 0.10222 1.96598 -0.18 -0.33 0.48
C 3.53203 0.86103 1.19744 0.04 0.68 -0.14
C 3.30184 2.23772 0.87214 -0.11 -0.44 0.01
C 2.20825 2.97887 1.41256 0.14 0.48 -0.43
C 1.99179 4.30901 1.09625 0.27 -0.85 0.13
C 2.91731 5.00286 0.25941 0.04 0.28 -0.05
N 2.75251 6.33043 -0.00012 0.11 -1.02 0.18
C 1.67689 7.11290 0.57211 -0.21 0.35 0.52
C 0.44209 6.28486 0.87268 0.01 -0.05 -0.27
C 0.80966 5.03045 1.65745 -0.42 0.28 0.51
C 3.65447 7.07616 -0.84968 0.23 0.24 -0.70
C 5.05640 6.49515 -0.88125 0.00 0.00 0.28
C 5.01312 4.99395 -1.14825 0.35 0.11 -0.56
C 4.02430 4.28085 -0.28399 -0.12 -0.53 0.25
C 4.17850 2.93715 0.00086 -0.06 0.34 0.12
C 1.89561 -3.27973 3.40373 -0.06 0.03 0.48
C -1.50420 -1.11795 4.90175 -0.42 0.50 0.41
H -3.19139 -2.33912 4.31653 0.08 0.03 0.08
H -3.42477 -1.46474 5.83356 0.02 -0.03 -0.13
H -1.95969 -2.91436 7.04510 -0.06 -0.14 -0.21
H -3.06097 -3.95523 6.12957 0.12 0.21 -0.07
H -1.50423 -5.49333 6.68480 0.16 0.01 -0.17
H -1.68166 -5.88135 4.96901 0.10 0.15 0.20
H 0.91409 -5.51471 6.52411 -0.05 -0.04 -0.10
H 0.31857 -6.96618 5.70629 0.05 0.13 0.04
H 2.12770 -5.69783 4.43406 -0.14 0.00 -0.09
H 0.64788 -5.99214 3.52025 0.08 0.09 0.14
H 0.60509 -0.12090 3.61510 -0.05 -0.36 0.10
H 3.80363 -1.70917 2.27122 -0.24 0.27 0.21
H 1.65879 0.52249 2.10567 0.51 -0.12 0.15
H 4.43649 0.39379 0.79107 -0.14 0.19 0.30
H 1.51512 2.49204 2.10012 0.14 0.23 -0.22
H 2.03119 7.58880 1.50606 -0.04 -0.08 -0.27
H 1.44708 7.92395 -0.13092 -0.02 -0.22 0.15
H -0.25629 6.89979 1.44431 0.00 -0.09 -0.09
H -0.04817 6.01064 -0.06803 0.06 0.01 0.09
H -0.05280 4.35643 1.68043 0.13 0.05 0.07
H 1.01627 5.31279 2.70095 -0.02 -0.05 -0.16
H 3.24879 7.10003 -1.87883 0.04 0.03 0.28
H 3.66964 8.11322 -0.49095 0.06 -0.23 -0.06
H 5.62915 7.00348 -1.66039 -0.01 -0.04 0.13
H 5.55024 6.68815 0.07816 -0.05 -0.03 -0.10
H 4.76568 4.82657 -2.20797 0.05 0.02 0.19
H 6.00797 4.56769 -0.98334 -0.13 0.02 -0.11
H 5.01583 2.39424 -0.44866 -0.20 0.21 0.18
H 2.73445 -3.83626 2.97055 -0.23 0.16 0.28
H -1.81220 -0.38064 4.15255 0.10 -0.04 0.12
H -1.22406 -0.55085 5.80209 -0.03 -0.08 -0.14
C 6.37249 -2.43504 6.37292 0.01 0.29 -0.10
C 5.20791 -2.39246 5.38154 0.23 -0.14 -0.35
N 5.05695 -1.06452 4.83026 -0.24 0.56 0.88
C 6.20885 -0.27333 4.45414 0.11 -0.35 -0.23
C 7.32575 -0.41966 5.48724 -0.19 -0.19 0.14
O 7.52416 -1.77945 5.85554 -0.13 0.03 -0.06
H 6.04208 -1.96783 7.32201 0.28 -0.12 -0.25
H 6.70993 -3.46788 6.54411 -0.34 0.34 0.11
H 5.37182 -3.14974 4.59516 0.05 -0.05 0.10
H 4.28138 -2.63381 5.91477 0.12 -0.16 -0.10
H 4.26192 -0.94906 4.22552 0.12 -0.02 0.16
H 6.59387 -0.55329 3.45931 0.10 0.05 0.03
H 5.88903 0.77328 4.43155 0.17 -0.03 -0.16
H 8.29586 -0.11465 5.06795 -0.42 0.16 0.20
H 7.06839 0.19755 6.37097 0.20 -0.29 -0.17
```
Forces are in eV/Å.

Output
Molar mass: 470.68 g mol⁻¹
Electronic energy: -39308.164 eV
Largest force on an atom: 0.03670 Eh/bohr
Energy relative to the best compared isomer or geometry (same formula, charge and spin): 0.3 kcal/mol
Orbital gap: 5.17 eV
Total charge: +1

***

3.
8 unconnected molecules or ions with the total composition C31H40NO25 at a distorted geometry, computed with ωB97M-V/def2-TZVPD.

Structure (XYZ):
```
97
Properties=species:S:1:pos:R:3:forces:R:3
C -2.50511 -0.79239 -0.35207 1.10 0.23 -0.28
C -2.91803 0.06592 -1.51177 -0.84 -0.34 0.30
O -4.05209 0.21188 -1.84812 0.05 0.08 -0.25
O -1.90543 0.67650 -2.22805 0.31 0.02 0.06
C -1.17380 1.61522 -1.45682 0.23 0.38 0.37
C 0.05299 2.08045 -2.20418 -0.59 0.09 -0.67
N 0.89335 0.97128 -2.69689 0.45 0.01 0.20
C 2.07612 0.72023 -2.10488 0.38 -0.27 0.12
C 2.91427 -0.27931 -2.54585 -0.49 -0.20 -0.23
C 2.50240 -1.02806 -3.64183 -0.15 0.04 -0.49
C 3.35969 -2.13409 -4.21001 -0.15 -0.06 0.38
O 3.42676 -3.18584 -3.65420 0.16 -0.13 -0.01
O 3.98685 -1.87620 -5.36243 -0.19 -0.05 -0.06
C 1.26812 -0.78148 -4.24368 0.51 0.21 0.51
C 0.48715 0.23943 -3.74399 -0.23 -0.35 -0.45
H -1.44869 -0.64344 -0.15171 0.03 -0.13 0.19
H -2.61818 -1.84530 -0.59319 -0.40 -0.05 -0.08
H -3.03502 -0.51995 0.54945 -0.30 -0.09 0.03
H -0.88845 1.25262 -0.46555 -0.12 -0.30 -0.03
H -1.79214 2.49495 -1.29337 0.02 0.13 0.04
H -0.24825 2.66239 -3.07253 0.06 0.00 -0.10
H 0.63665 2.73285 -1.56507 0.20 -0.08 0.08
H 2.36518 1.34108 -1.27105 -0.19 0.13 0.06
H 3.86334 -0.47371 -2.07218 0.07 0.15 0.11
H 3.69600 -1.03003 -5.72513 0.21 0.13 -0.03
H 0.95290 -1.38121 -5.08307 -0.26 0.11 -0.10
H -0.46595 0.47435 -4.19110 -0.08 0.20 0.16
C -0.58402 -2.52658 3.91509 0.11 -0.13 -0.01
C -1.52564 -1.80261 4.84454 -0.03 -0.22 0.27
O -1.55897 -0.48104 4.27111 0.01 -0.03 -0.09
C -1.22899 -0.58230 2.97158 0.03 -0.02 0.08
O -1.32929 0.30744 2.17782 0.04 0.15 0.02
O -0.77579 -1.81326 2.67265 -0.08 0.09 0.07
H -0.82903 -3.57635 3.79319 -0.05 0.03 -0.18
H 0.45519 -2.43600 4.21741 0.02 0.06 -0.02
H -2.53520 -2.21557 4.82658 -0.01 0.04 -0.05
H -1.17334 -1.77348 5.87095 0.02 0.20 -0.02
C -4.51556 2.27617 0.96854 -0.13 -0.16 0.11
C -5.42589 3.47496 1.13486 -0.18 -0.09 0.01
O -4.48737 4.56006 1.22580 0.01 -0.07 -0.01
C -3.34879 4.18024 0.62785 0.05 0.08 -0.02
O -2.43101 4.90123 0.37702 0.05 -0.01 -0.07
O -3.36853 2.86344 0.33131 -0.15 -0.10 0.08
H -4.93940 1.49388 0.34431 0.12 0.06 -0.17
H -4.20029 1.84937 1.92225 0.05 0.06 0.00
H -6.06486 3.63965 0.26679 0.04 0.01 -0.02
H -6.04100 3.42926 2.02868 0.10 0.14 0.07
C -0.26354 5.66791 -2.09176 -0.12 -0.04 0.17
C -0.31410 7.13064 -2.47460 -0.03 0.08 0.14
O 0.18596 7.11068 -3.81862 -0.03 -0.07 0.06
C -0.02014 5.88304 -4.33439 0.00 0.04 -0.14
O 0.13286 5.58153 -5.47154 0.05 -0.08 -0.01
O -0.42609 5.01644 -3.36508 0.08 0.11 0.20
H -1.05381 5.37461 -1.40553 -0.05 -0.08 -0.09
H 0.70518 5.38378 -1.67106 0.03 0.05 -0.06
H -1.33031 7.52560 -2.48057 -0.01 -0.04 -0.03
H 0.31064 7.76089 -1.84827 0.09 0.03 -0.13
C 0.40837 -7.24309 6.47303 -0.04 -0.17 0.06
C -0.85110 -6.81372 5.74941 -0.08 -0.16 -0.02
O -0.79342 -5.38490 5.86709 0.04 -0.02 -0.07
C 0.49965 -5.02955 6.05763 0.07 -0.02 0.15
O 0.89632 -3.90724 6.03143 -0.05 0.00 -0.03
O 1.26818 -6.11180 6.28019 -0.07 0.00 -0.02
H 0.86032 -8.13906 6.05735 0.14 0.10 -0.06
H 0.25034 -7.38350 7.54282 -0.02 0.04 0.00
H -0.83644 -7.07938 4.69112 0.04 0.02 0.00
H -1.76159 -7.19621 6.20176 -0.03 0.17 0.06
C 5.84249 2.45370 -4.53607 0.01 0.13 -0.12
C 6.91859 3.00428 -3.62374 0.10 0.12 -0.13
O 6.63820 2.33006 -2.38732 -0.05 -0.01 -0.07
C 5.97840 1.19472 -2.66388 0.23 -0.03 0.07
O 5.75485 0.32863 -1.87428 -0.03 0.09 -0.04
O 5.59581 1.15763 -3.96304 -0.09 0.06 0.02
H 6.15931 2.35859 -5.57066 0.00 -0.18 0.02
H 4.92051 3.03654 -4.49484 0.01 -0.01 0.04
H 7.92373 2.73459 -3.94807 -0.02 -0.05 0.01
H 6.86235 4.08067 -3.49143 -0.05 -0.03 0.18
C 1.16442 -4.74055 -6.58598 0.21 -0.07 0.04
C 0.16679 -5.26395 -5.57575 0.07 -0.10 0.10
O -1.00300 -4.50118 -5.88879 0.08 0.01 0.00
C -0.91310 -4.09191 -7.18194 -0.02 0.04 -0.02
O -1.78842 -3.57223 -7.78666 -0.02 0.03 0.00
O 0.32835 -4.34123 -7.67274 -0.06 -0.03 0.12
H 1.88229 -5.48969 -6.90782 -0.04 0.03 -0.15
H 1.70577 -3.86357 -6.22065 0.02 -0.02 0.02
H -0.05022 -6.32411 -5.71270 -0.02 0.01 -0.05
H 0.46963 -5.09402 -4.54544 -0.12 0.10 0.01
C -1.17572 1.70709 9.07086 0.08 0.13 -0.02
C -1.59407 1.19030 7.70937 0.03 0.12 -0.10
O -1.81803 -0.19913 7.96935 0.03 0.07 -0.05
C -2.08737 -0.34689 9.29402 -0.03 -0.05 0.07
O -2.47852 -1.34923 9.79022 -0.01 -0.03 -0.01
O -1.84726 0.80784 9.95733 0.01 0.00 -0.09
H -1.48963 2.73035 9.25842 -0.11 -0.06 0.12
H -0.10015 1.62552 9.23653 0.00 -0.03 -0.02
H -2.52626 1.63724 7.35957 -0.01 0.00 0.04
H -0.82985 1.31657 6.94664 0.01 -0.17 -0.01
```
Forces are in eV/Å.

Output
Molar mass: 826.64 g mol⁻¹
Electronic energy: -85468.160 eV
Largest force on an atom: 0.02249 Eh/bohr
Orbital gap: 8.59 eV
Total charge: +1